Entry 1:
Formula: C14H12N2O3S
Source: the Open Molecules 2025 dataset
Level of theory: wB97M-V/def2-TZVPD

```
! wB97M-V def2-TZVPD RIJCOSX def2/J DEFGRID3
* xyz 0 1
O -2.086 -2.681 -0.947
C -1.284 -1.993 -0.358
N -0.059 -1.734 -0.892
N 0.913 -1.088 -0.237
C 2.023 -0.859 -0.820
C 3.066 -0.171 -0.130
C 3.038 0.368 1.133
C 4.254 0.969 1.495
C 5.195 0.885 0.514
S 4.616 0.071 -0.879
H 6.201 1.255 0.525
H 4.430 1.445 2.443
H 2.159 0.323 1.750
H 2.222 -1.176 -1.851
H 0.106 -2.090 -1.840
C -1.545 -1.375 1.026
O -1.068 -0.053 1.128
C -1.842 0.852 0.440
C -1.286 2.079 0.107
C -2.027 3.009 -0.597
C -3.325 2.711 -0.984
C -3.889 1.497 -0.647
C -3.160 0.562 0.078
O -3.766 -0.617 0.410
C -3.049 -1.409 1.327
H -3.441 -2.422 1.228
H -3.209 -1.040 2.350
H -4.899 1.246 -0.928
H -3.901 3.430 -1.546
H -1.589 3.961 -0.852
H -0.268 2.275 0.407
H -0.986 -1.954 1.770
*
```

The orbital gap comes out at 8.374 eV. The calculation puts the LUMO energy at 0.108 eV. Its structure (SMILES) is O=C(N/N=C/c1cccs1)[C@@H]1COc2ccccc2O1. The HOMO energy comes out at -8.27 eV.


Entry 2:
Formula: C14H12O5
Source: the Open Molecules 2025 dataset
Level of theory: wB97M-V/def2-TZVPD

```
! wB97M-V def2-TZVPD RIJCOSX def2/J DEFGRID3
* xyz 0 1
C -0.212 -1.291 -2.756
C 1.273 -1.146 -2.876
O 1.932 -1.638 -3.757
C 1.955 -0.289 -1.806
O 1.211 -0.057 -0.638
C 0.948 -1.102 0.193
C 1.404 -2.404 0.022
C 1.105 -3.380 0.957
C 0.349 -3.080 2.074
C -0.126 -1.791 2.252
C 0.167 -0.812 1.322
O -0.284 0.483 1.546
C -1.049 1.067 0.610
O -1.490 0.513 -0.368
C -1.318 2.466 0.939
C -2.079 3.387 0.257
C -2.003 4.581 0.999
C -1.206 4.300 2.073
O -0.791 3.034 2.045
H -0.878 4.908 2.894
H -2.471 5.516 0.772
H -2.613 3.210 -0.653
H -0.726 -1.528 3.109
H 0.120 -3.843 2.801
H 1.472 -4.384 0.804
H 1.994 -2.664 -0.844
H 2.946 -0.705 -1.581
H 2.102 0.705 -2.246
H -0.648 -1.436 -3.741
H -0.661 -0.441 -2.248
H -0.426 -2.179 -2.159
*
```

The orbital gap comes out at 9.311 eV. The calculation puts the LUMO energy at 0.522 eV. Its structure (SMILES) is CC(=O)COc1ccccc1OC(=O)c1ccco1. The HOMO energy comes out at -8.79 eV.


Entry 3:
Formula: C14H13BrN2PdS2
Source: the Open Molecules 2025 dataset
Level of theory: wB97M-V/def2-TZVPD

```
! wB97M-V def2-TZVPD RIJCOSX def2/J DEFGRID3
* xyz 0 3
Pd -0.127 2.004 -1.799
C -3.010 0.520 1.385
C -2.166 0.299 2.464
C -0.803 0.466 2.307
C -0.292 0.847 1.061
N -1.133 1.044 0.029
C -2.442 0.902 0.183
C 1.128 1.071 0.772
C 2.128 0.975 1.747
C 3.442 1.246 1.427
C 3.788 1.621 0.137
C 2.810 1.716 -0.841
C 1.482 1.441 -0.543
H -4.077 0.398 1.470
H -2.571 0.004 3.421
H -0.141 0.310 3.143
H -3.052 1.093 -0.695
H 1.881 0.713 2.767
H 4.206 1.180 2.189
H 4.815 1.855 -0.102
H 3.092 2.018 -1.846
S -0.233 0.123 -3.360
C -0.672 -1.135 -2.378
N 0.206 -2.021 -1.852
C -0.299 -2.887 -0.815
C -1.768 -3.125 -1.147
S -2.323 -1.600 -1.996
H 1.183 -1.763 -1.861
H -0.196 -2.404 0.168
H 0.258 -3.827 -0.809
H -2.385 -3.272 -0.264
H -1.905 -3.962 -1.834
Br -0.825 4.151 -2.528
*
```

The orbital gap (alpha / beta) comes out at 7.118 / 6.854 eV. The calculation puts the LUMO energy (alpha / beta) at -0.057 / -1.133 eV. The expectation value of S² is 2.01. The HOMO energy (alpha / beta) comes out at -7.18 / -7.99 eV.